Molecular formula: C33H75B2N7O15P3S
Method: DFT, the ωB97M-V functional and the def2-TZVPD basis

spin multiplicity = 1
net charge = -1
orbital gap = 4.622 eV
LUMO level = -0.06 eV
HOMO energy = -4.68 eV

Last column: Mulliken charge in e.
Element x y z (Å)
C 3.0765 5.6338 5.7307  -0.430
C 2.1998 6.3897 5.0894  -0.247
C 1.0805 7.2372 4.2752  -0.383
C -0.0254 6.1338 3.7691  -0.001
C -1.0762 6.7472 2.7114  -1.146
C -1.8921 5.5935 1.8618  1.486
O -2.1442 4.3721 2.5278  -0.003
C -3.0356 4.2207 3.5968  0.814
C -3.4760 5.4533 4.5362  -0.693
C -4.8257 6.2485 4.0572  -0.006
O -5.9771 5.9423 4.5575  -0.566
C -4.4553 3.5333 3.1347  -0.926
C -4.3483 2.0207 2.6132  -1.052
C -3.9783 1.8863 1.0147  1.134
C -4.8273 0.5743 0.4991  -0.757
S -3.9046 -0.2266 -0.9408  1.188
O -4.1190 0.6175 -2.1856  -0.625
O -4.3412 -1.6855 -1.1369  -0.652
O -2.2232 -0.3248 -0.6277  -0.420
C -2.3385 3.1838 4.6845  -1.123
C -0.9196 2.5740 4.2295  -0.319
C -0.9934 1.2020 3.3826  0.499
O 0.2734 0.4839 3.6332  -0.464
C 0.6795 -0.2611 2.4545  -0.217
B -3.1459 6.2683 1.0087  0.500
N -4.1960 5.5072 0.2706  -0.619
O -3.1902 7.7382 1.0347  -0.748
C -0.8185 5.2642 0.6388  -1.338
O -1.3473 5.5883 -0.6790  -0.449
C -0.5279 6.5090 -1.4265  0.065
C 0.9338 5.8985 -1.8650  0.397
O 1.0583 5.3605 -3.0429  -0.752
O 2.0501 5.9715 -0.9765  -0.704
P -0.4037 8.2719 -0.6826  0.459
C -1.6158 9.4672 -1.5217  -1.047
O 1.1684 8.8298 -1.2182  -0.526
B -0.3644 3.6999 0.5856  1.048
O -1.0690 2.8569 -0.3864  -0.689
O 0.7024 3.0740 1.3431  -0.835
H 3.5765 4.7426 6.2713  0.323
H 0.6007 8.0660 4.9222  0.358
H 1.6419 7.7270 3.3793  0.279
H 0.6092 5.3295 3.2059  0.033
H -0.5089 5.5834 4.6645  0.074
H -0.5039 7.4787 2.0400  0.197
H -1.9001 7.3745 3.2492  0.493
H -3.8399 4.9701 5.5388  0.603
H -2.6304 6.1669 4.8598  0.409
H -4.7973 7.1184 3.3034  0.172
H -5.0977 3.5071 4.1103  0.450
H -5.0156 4.1328 2.3324  0.178
H -3.7096 1.3084 3.2473  0.223
H -5.4352 1.5861 2.6758  0.443
H -4.2176 2.8362 0.4199  -0.157
H -2.8798 1.5582 0.9891  -0.510
H -4.7189 -0.1965 1.3699  0.363
H -5.9201 0.8170 0.2479  0.335
H -2.0831 -0.8552 0.2095  0.337
H -2.0997 3.7397 5.6869  0.459
H -3.0848 2.3461 5.0109  0.359
H -0.3984 2.2603 5.2320  0.444
H -0.1754 3.3565 3.7893  -0.248
H -1.1852 1.3288 2.2596  -0.526
H -1.8170 0.5208 3.8485  0.349
H 1.8319 -0.4236 2.5532  0.106
H 0.5253 0.3004 1.4600  0.095
H 0.2241 -1.3236 2.3828  0.198
H -3.7809 4.8247 -0.4059  0.231
H -4.6769 6.1946 -0.3565  0.186
H -4.1111 8.0391 0.8400  0.243
H 0.1658 5.8778 0.7612  0.501
H -1.0737 6.6655 -2.4500  0.434
H -1.4678 10.5635 -1.1477  0.289
H -1.5057 9.5267 -2.6787  0.314
H -2.6899 9.1649 -1.2079  0.224
H 1.4959 9.4849 -0.5573  0.330
H -0.8307 1.9076 -0.2629  0.239
H 1.4904 3.1053 0.7247  0.306
O 2.2143 -3.1489 1.8653  -0.714
P 3.2068 -4.2514 1.4429  0.843
N 4.5657 -3.2139 1.5842  0.226
C 5.7515 -3.1845 0.7447  -0.855
C 4.9773 -2.9962 2.9733  -1.203
N 2.5920 -4.2599 -0.1747  0.298
C 2.9024 -3.1619 -1.0876  -1.087
C 1.1440 -4.5013 -0.2335  -0.839
N 4.3225 -5.5708 0.9876  -0.026
C 4.5067 -6.0955 -0.3617  -0.959
C 4.1259 -6.7046 1.9027  -1.136
H 6.4414 -4.0091 0.9615  0.319
H 6.3011 -2.2494 0.8981  0.366
H 5.5221 -3.2059 -0.3163  0.185
H 5.5261 -3.8627 3.3610  0.340
H 4.1091 -2.8333 3.6174  0.317
H 5.6084 -2.1073 3.0685  0.373
H 2.7949 -2.1816 -0.6121  0.202
H 2.2590 -3.1804 -1.9741  0.376
H 3.9115 -3.2573 -1.4859  0.258
H 0.5642 -3.5977 -0.0161  0.275
H 0.8512 -5.2703 0.4902  0.390
H 0.8557 -4.8687 -1.2245  -0.009
H 3.6020 -6.5700 -0.7561  0.295
H 5.3033 -6.8483 -0.3687  0.466
H 4.8388 -5.3240 -1.0574  0.213
H 3.1694 -7.2077 1.7069  0.365
H 4.1168 -6.3590 2.9411  0.374
H 4.9347 -7.4373 1.8190  0.353
O 2.9490 -7.8871 -5.6883  -0.822
P 1.4874 -7.6876 -5.2360  0.943
N 0.8507 -8.2309 -6.7343  0.084
C -0.3236 -7.7352 -7.4319  -0.837
C 0.8938 -9.6878 -6.8795  -1.123
N 1.6697 -5.9671 -5.2191  0.307
C 1.7370 -5.2195 -6.4725  -1.144
C 2.7785 -5.5195 -4.3656  -1.260
N -0.1891 -7.4794 -4.6547  -0.019
C -0.8790 -6.2023 -4.5001  -0.692
C -0.3700 -8.2560 -3.4193  -1.064
H -1.2601 -8.0861 -6.9818  0.305
H -0.3154 -8.0723 -8.4744  0.362
H -0.3601 -6.6515 -7.4863  0.176
H 0.0935 -10.1643 -6.3008  0.347
H 1.8476 -10.0879 -6.5256  0.323
H 0.7983 -9.9881 -7.9276  0.335
H 2.3959 -5.6951 -7.2062  0.327
H 2.0922 -4.1958 -6.3113  0.372
H 0.7468 -5.0954 -6.9086  0.289
H 3.7498 -5.6189 -4.8622  0.342
H 2.8129 -6.1047 -3.4397  0.364
H 2.6424 -4.4721 -4.0765  0.331
H -0.4154 -5.5621 -3.7426  0.080
H -1.9193 -6.3691 -4.1984  0.415
H -0.9406 -5.6555 -5.4417  0.236
H 0.1659 -7.7922 -2.5803  0.281
H 0.0198 -9.2708 -3.5466  0.371
H -1.4273 -8.3530 -3.1534  0.376

---

Molecular formula: C33H76F18N7O11P2S2
Method: DFT, the ωB97M-V functional and the def2-TZVPD basis

spin multiplicity = 1
net charge = +3
orbital gap = 9.062 eV
LUMO level = -6.56 eV
HOMO energy = -15.62 eV

Last column: Mulliken charge in e.
Element x y z (Å)
C -0.7308 2.3005 -3.2583  0.168
C 0.5515 2.7970 -3.8237  0.503
O 0.6521 3.6779 -4.5988  -0.507
N 1.7773 2.0799 -3.3477  1.246
H 2.3401 2.6517 -2.7005  -0.052
H 1.5649 1.2209 -2.8207  -0.662
C 2.6467 1.6460 -4.5514  -0.537
H -0.8043 2.2734 -2.1736  -0.522
H -0.9426 1.2917 -3.6176  -0.168
H -1.5456 2.8840 -3.6875  0.580
H 3.3881 1.0558 -4.0203  0.106
H 3.1050 2.5359 -4.9712  0.370
H 2.0456 1.1272 -5.2900  0.252
C 3.6232 -3.2974 -5.7196  -1.429
C 3.4007 -2.6018 -4.4060  0.728
O 3.9323 -1.6420 -3.9839  -0.265
N 2.4413 -3.2990 -3.3872  0.748
H 1.7185 -2.6001 -3.1623  -0.795
H 2.0087 -4.0660 -3.9039  0.456
C 3.1351 -3.8848 -2.1935  -0.422
H 4.4478 -2.7708 -6.2027  0.403
H 2.7748 -3.1032 -6.3793  0.317
H 3.9320 -4.3404 -5.6881  0.426
H 2.4624 -4.2150 -1.4039  -0.047
H 3.7261 -3.1284 -1.6843  0.056
H 3.6862 -4.7308 -2.5968  0.546
C 5.8980 0.2761 -1.9357  -0.249
C 6.1883 0.6134 -0.4900  0.469
O 7.1274 1.1745 -0.0642  -0.423
N 5.0902 0.2241 0.5145  0.580
H 5.0074 0.9884 1.1948  0.498
H 4.1902 0.3274 0.0208  -0.754
C 5.4617 -1.0650 1.1972  -0.551
H 5.1983 0.9884 -2.3737  -0.135
H 5.4077 -0.6975 -1.9725  0.004
H 6.8108 0.3091 -2.5223  0.526
H 4.7605 -1.2078 2.0173  0.231
H 6.4808 -0.9958 1.5573  0.378
H 5.2056 -1.8274 0.4657  0.206
C -3.8176 -0.8649 2.1506  -0.676
C -3.8168 -0.2716 0.7823  0.670
O -4.3621 0.7170 0.4314  -0.480
N -3.2386 -1.1936 -0.2613  0.772
H -2.4758 -1.7542 0.1256  -0.269
H -3.9997 -1.8267 -0.5107  0.458
C -2.6439 -0.4681 -1.4420  0.274
H -3.9332 -1.9491 2.0983  0.281
H -4.5929 -0.4538 2.7927  0.499
H -2.8656 -0.6485 2.6444  -0.182
H -3.4434 -0.2373 -2.1430  0.558
H -1.8440 -1.0789 -1.8462  -0.247
H -2.3383 0.5182 -1.1016  -0.534
C -1.4622 -4.1118 -2.2109  -0.610
C -1.4028 -5.4405 -2.8765  0.354
O -0.4430 -6.0523 -3.1755  -0.463
N -2.7984 -6.0817 -3.0729  -0.104
H -3.3627 -5.3649 -2.6098  0.397
H -3.0132 -5.9155 -4.0634  0.414
C -2.9896 -7.4857 -2.5881  -0.753
H -0.5066 -3.6232 -2.0290  -0.539
H -1.7887 -4.2177 -1.1653  0.876
H -2.0965 -3.5034 -2.8651  0.740
H -2.1815 -8.0840 -2.9956  0.325
H -3.9816 -7.7094 -2.9758  0.385
H -3.0001 -7.4711 -1.5020  0.313
C 1.3670 2.7917 4.6213  -1.538
C 0.2402 1.7550 4.7910  0.912
C 0.4327 0.7731 5.9522  -1.018
N -0.5155 -0.4044 5.8822  0.300
C -1.9643 0.0787 5.9402  -0.984
C -0.3118 -1.3326 4.6952  -0.136
C 0.9571 -2.1157 5.0229  -0.517
C 0.8424 -2.4282 6.5123  -0.895
C -0.1996 -1.4088 6.9872  -0.562
H 1.8431 3.0474 5.5680  0.435
H 1.0593 3.7023 4.1162  0.368
H 2.1548 2.3210 4.0264  0.318
H -0.0691 1.2845 3.8612  -0.447
H -0.5706 2.4212 5.1102  0.326
H 0.2252 1.2075 6.9290  0.525
H 1.4599 0.4083 5.9833  0.383
H -1.9167 0.6676 6.8541  0.396
H -2.5509 -0.8296 6.0397  0.507
H -2.2960 0.6775 5.0993  0.231
H -1.1419 -2.0332 4.5925  0.618
H -0.2984 -0.7625 3.7679  -0.425
H 0.9650 -3.0429 4.4511  0.356
H 1.8585 -1.5396 4.8202  0.337
H 0.5901 -3.4582 6.7485  0.365
H 1.8185 -2.2711 6.9721  0.329
H -1.1322 -1.9538 7.1424  0.384
H -0.0142 -0.8768 7.9193  0.459
C -0.5631 2.7325 1.3604  -0.762
C -1.4602 3.5508 0.4176  0.793
C -2.0896 4.7946 1.0667  -1.387
N -3.1585 5.4508 0.2076  0.397
C -2.5740 6.1676 -0.9808  -0.736
C -4.0067 6.3914 1.0067  -0.592
C -5.2833 6.6500 0.2504  -0.745
C -5.6297 5.1998 -0.1724  -0.761
C -4.2920 4.4568 -0.2046  -0.436
H 0.4049 3.2344 1.3552  0.212
H -0.4799 1.6925 1.0629  -0.193
H -0.9367 2.7905 2.3866  0.428
H -2.2853 2.8719 0.1817  -0.241
H -0.8668 3.7870 -0.4634  0.146
H -1.3858 5.6066 1.2632  0.358
H -2.5238 4.6326 2.0535  0.342
H -1.8367 5.5665 -1.5064  0.191
H -2.0182 6.9937 -0.5361  0.386
H -3.3537 6.5475 -1.6311  0.383
H -3.4533 7.2782 1.3185  0.469
H -4.1921 5.8220 1.9204  0.385
H -5.1245 7.2752 -0.6290  0.274
H -6.0013 7.2038 0.8496  0.474
H -6.1734 5.0703 -1.1065  0.370
H -6.3069 4.7596 0.5603  0.358
H -4.0525 3.9769 -1.1518  0.357
H -4.2635 3.6368 0.5128  0.308
C 1.1444 -0.7606 0.9913  -0.572
F 1.7530 -1.7470 1.6157  -0.124
F -0.1690 -0.7465 1.2375  0.190
F 1.7050 0.3821 1.4007  -0.009
S 1.3495 -0.8274 -0.9085  0.639
O 0.8101 -2.1398 -1.2573  -0.615
O 0.5917 0.3240 -1.3728  -0.617
O 2.7952 -0.7442 -1.0499  -0.154
C 0.0601 -5.0922 1.1588  0.581
F 1.0433 -4.4090 1.7575  -0.262
F 0.1690 -4.9027 -0.1548  -0.236
F 0.2018 -6.3418 1.5069  -0.241
S -1.6182 -4.4427 1.7611  1.217
O -2.0198 -3.4189 0.7872  -1.101
O -2.4688 -5.6208 1.7864  -0.720
O -1.4175 -3.9106 3.1023  -0.637
P -0.3016 -1.4037 -5.1968  1.585
F 0.4101 -0.9326 -3.8214  -0.242
F -0.3147 -2.9137 -4.5368  -0.260
F -1.7276 -1.0295 -4.5229  -0.351
F -1.0344 -1.9361 -6.5157  -0.342
F -0.2280 0.0991 -5.8041  -0.339
F 1.1759 -1.7337 -5.8237  -0.334
P 3.3545 3.5945 -0.4896  1.411
F 3.9849 3.8888 -1.9593  -0.412
F 4.7865 3.1562 0.0658  -0.430
F 3.5583 5.1048 -0.0046  -0.355
F 2.7587 3.1640 0.9645  -0.311
F 1.8747 4.0302 -1.0649  -0.335
F 3.0815 2.0937 -1.0780  -0.166

---

Molecular formula: C33H78ClN3O6Si
Method: DFT, the ωB97M-V functional and the def2-TZVPD basis

SMILES = CCCCCCCCCCCCCCC[SiH2]Cl.COCCNCCOC.COCCNCCOC.COCCNCCOC
spin multiplicity = 1
net charge = 0
orbital gap = 9.267 eV
LUMO level = 0.68 eV
HOMO energy = -8.58 eV

Last column: Mulliken charge in e.
Element x y z (Å)
C 10.2528 -1.3037 -2.1281  -1.402
C 9.6136 0.0787 -2.0703  -0.083
C 9.5892 0.6145 -0.6396  -0.711
C 8.9729 2.0162 -0.4150  -0.488
C 8.1550 2.5845 -1.5768  -0.214
C 7.7127 4.0377 -1.3869  -1.169
C 6.8872 4.3340 -0.1232  -0.692
C 5.3679 4.3552 -0.3457  -0.501
C 4.5791 3.5406 0.6728  -0.611
C 3.0723 3.7474 0.5619  -0.292
C 2.4341 3.2400 -0.7366  -1.120
C 2.8797 1.8398 -1.1842  0.346
C 1.7428 0.9621 -1.6887  -0.746
C 2.0637 -0.5456 -1.7466  -0.857
C 1.3150 -1.3474 -0.6752  -0.372
Si 1.7892 -1.1762 1.1151  0.484
Cl 3.8068 -0.8646 1.3944  -0.337
H 11.2324 -1.2937 -1.6379  0.343
H 10.3959 -1.6405 -3.1564  0.376
H 9.6512 -2.0535 -1.6084  0.330
H 8.5880 0.0078 -2.4502  0.241
H 10.1429 0.7645 -2.7352  0.286
H 9.0676 -0.1127 -0.0095  0.295
H 10.6232 0.6254 -0.2756  0.281
H 9.7610 2.7410 -0.1786  0.278
H 8.3410 1.9761 0.4744  0.219
H 8.7566 2.5386 -2.4878  0.385
H 7.2716 1.9608 -1.7655  0.118
H 8.6001 4.6809 -1.4228  0.449
H 7.1113 4.3172 -2.2591  0.400
H 7.2264 5.2685 0.3269  0.384
H 7.0910 3.5593 0.6254  0.344
H 4.9901 5.3866 -0.3311  0.273
H 5.1435 3.9838 -1.3538  0.366
H 4.9120 3.7791 1.6884  0.446
H 4.8190 2.4791 0.5257  0.212
H 2.8708 4.8227 0.6408  0.519
H 2.5635 3.2915 1.4180  -0.219
H 1.3476 3.2463 -0.6014  0.564
H 2.6346 3.9623 -1.5372  0.370
H 3.6501 1.9152 -1.9606  0.182
H 3.3722 1.3336 -0.3486  -0.323
H 0.8632 1.1237 -1.0509  0.329
H 1.4257 1.3060 -2.6810  0.373
H 3.1448 -0.6833 -1.6209  0.331
H 1.8216 -0.9561 -2.7290  0.419
H 1.3103 -2.4212 -0.8914  0.491
H 0.2706 -1.0240 -0.6049  -0.028
H 1.4708 -2.4023 1.8735  -0.270
H 1.0744 -0.0550 1.7531  -0.207
C -4.5060 2.5416 3.7684  -0.541
O -3.7711 3.1845 4.7833  -0.404
C -3.2306 2.3204 5.7758  -0.689
C -1.7209 2.2852 5.7023  -0.446
N -1.2878 1.6721 4.4631  0.153
C 0.1466 1.6503 4.2272  -0.089
C 0.8842 2.9789 4.1374  -0.664
O 0.5279 3.7469 3.0021  -0.297
C -0.5697 4.6170 3.1767  -0.691
H -4.9835 3.3204 3.1765  0.330
H -3.8745 1.9338 3.1084  0.041
H -5.2798 1.8871 4.1855  0.364
H -3.6314 1.3096 5.6441  0.327
H -3.5388 2.6937 6.7557  0.425
H -1.3518 1.6854 6.5417  0.335
H -1.3465 3.3094 5.8494  0.276
H -1.7549 2.1237 3.6865  -0.050
H 0.3080 1.1205 3.2870  -0.325
H 0.6192 1.0511 5.0140  0.533
H 1.9501 2.7591 4.0350  0.438
H 0.7537 3.5819 5.0455  0.442
H -0.5681 5.0601 4.1788  0.319
H -1.5369 4.1247 3.0328  0.210
H -0.4713 5.4132 2.4398  0.279
C -5.0045 -5.3235 2.1210  -0.817
O -5.5148 -4.1753 1.4811  -0.229
C -5.9743 -3.1518 2.3549  -0.925
C -5.0866 -1.9314 2.2768  -0.001
N -3.7731 -2.2086 2.8223  -0.202
C -2.8026 -1.1312 2.6962  -0.256
C -2.4264 -0.6710 1.2922  -0.627
O -1.6585 -1.6050 0.5548  -0.455
C -2.3879 -2.6463 -0.0682  -0.713
H -4.8272 -6.0680 1.3469  0.246
H -4.0634 -5.1297 2.6485  0.323
H -5.7192 -5.7277 2.8459  0.331
H -6.0051 -3.5287 3.3825  0.525
H -6.9890 -2.8794 2.0530  0.348
H -5.5505 -1.1344 2.8697  0.236
H -5.0769 -1.5890 1.2310  0.078
H -3.4053 -3.0564 2.4110  0.187
H -1.8869 -1.4298 3.2109  0.315
H -3.1918 -0.2612 3.2376  -0.017
H -1.7959 0.2170 1.3904  0.424
H -3.3119 -0.3872 0.7091  0.316
H -3.3816 -2.3085 -0.3753  0.233
H -2.4889 -3.5239 0.5789  0.306
H -1.8385 -2.9387 -0.9630  0.322
C -5.0271 -3.8104 -7.4227  -0.723
O -6.0910 -3.1510 -6.7749  -0.354
C -7.0964 -4.0079 -6.2501  -0.796
C -7.1212 -3.9511 -4.7399  -0.194
N -5.9050 -4.5078 -4.1812  -0.257
C -5.7774 -4.4053 -2.7367  -1.000
C -5.7616 -3.0165 -2.1100  0.096
O -4.6033 -2.2585 -2.4181  -0.309
C -4.6364 -1.5473 -3.6370  -0.749
H -4.4146 -3.0431 -7.8925  0.245
H -4.4030 -4.3888 -6.7311  0.297
H -5.3917 -4.4955 -8.1958  0.353
H -6.9179 -5.0359 -6.5822  0.421
H -8.0630 -3.6784 -6.6397  0.393
H -7.9738 -4.5430 -4.3883  0.345
H -7.3115 -2.9086 -4.4445  0.183
H -5.1027 -4.0863 -4.6310  0.153
H -4.8548 -4.9119 -2.4425  0.394
H -6.6033 -4.9623 -2.2787  0.370
H -5.7569 -3.1506 -1.0266  -0.074
H -6.6557 -2.4390 -2.3778  0.338
H -5.6458 -1.1835 -3.8575  0.304
H -4.3025 -2.1458 -4.4903  0.249
H -3.9682 -0.6933 -3.5319  0.301